ORCA calculation (ωB97M-V/def2-TZVPD) on 11 unconnected molecules or ions with the total composition C34H97N11O13.

Geometry as ORCA input:
```
! wB97M-V def2-TZVPD RIJCOSX def2/J DEFGRID3
* xyz 0 1
C 3.60189 -1.33560 -0.33028
O 2.94189 -1.95154 0.75669
C 1.96307 -2.85172 0.37634
C 1.06495 -3.41105 1.47183
C -0.05257 -4.28842 0.92328
N 0.51728 -2.35945 2.30173
H 4.31031 -0.65008 0.13009
H 2.90582 -0.80170 -0.98257
H 4.16557 -2.09702 -0.87771
H 1.29355 -2.34293 -0.33439
H 2.44639 -3.61596 -0.25185
H 1.63288 -4.09090 2.12361
H -0.72988 -3.78990 0.22575
H -0.69721 -4.58147 1.75246
H 0.37023 -5.14931 0.40431
H -0.17977 -2.79448 2.90434
H 1.31995 -2.07274 2.85587
C 3.69001 2.14100 0.15306
O 4.75689 2.52569 0.99916
C 5.97369 2.85206 0.31164
C 7.15154 3.11356 1.21894
C 8.37578 3.54514 0.44111
N 7.48198 1.99645 2.07619
H 4.00551 1.56055 -0.71537
H 3.14984 2.98909 -0.28899
H 2.90995 1.70995 0.78009
H 6.16870 1.95855 -0.29396
H 5.74500 3.68977 -0.35158
H 6.89437 3.99938 1.81678
H 8.84279 2.73063 -0.11387
H 9.11925 3.83058 1.18946
H 8.18535 4.42140 -0.17767
H 6.66368 1.61491 2.53250
H 8.14546 2.28808 2.78059
C -3.20699 -6.87951 1.68601
O -3.35919 -5.54967 1.21206
C -4.68110 -5.02847 1.33793
C -4.59192 -3.65598 0.72065
C -3.62652 -2.74746 1.45306
N -5.85227 -2.90662 0.70455
H -2.14252 -7.10665 1.65392
H -3.66492 -7.61155 1.01439
H -3.66561 -6.89186 2.67757
H -5.46785 -5.63166 0.88010
H -4.81121 -4.95036 2.42496
H -4.23654 -3.76377 -0.30681
H -3.37102 -1.87287 0.84850
H -2.63435 -3.14864 1.67894
H -4.01914 -2.40298 2.41202
H -6.13935 -2.90201 1.67821
H -5.69199 -1.93625 0.43279
C 0.55421 -0.74079 -3.86930
O 1.12920 -0.02373 -4.95390
C 2.33630 -0.56498 -5.45147
C 2.84815 0.23844 -6.65263
C 1.83707 -0.03283 -7.79341
N 4.15090 -0.26604 -7.07742
H 1.30323 -0.80350 -3.07381
H 0.27252 -1.74272 -4.20211
H -0.30181 -0.16654 -3.52139
H 3.12068 -0.61530 -4.68581
H 2.13223 -1.59899 -5.74705
H 2.88033 1.30110 -6.39778
H 1.80015 -1.10726 -7.97555
H 2.17009 0.38340 -8.74580
H 0.86183 0.35731 -7.50849
H 4.85608 -0.31848 -6.35444
H 4.58617 0.18992 -7.86532
C -2.21245 -1.38733 4.43147
O -1.67995 -2.64976 4.05863
C -2.22382 -3.72239 4.82050
C -1.66166 -3.75960 6.24233
C -0.16872 -4.04022 6.26841
N -2.37557 -4.80711 6.97698
H -3.29113 -1.32991 4.59253
H -1.86691 -0.63844 3.72031
H -1.75918 -1.14765 5.39927
H -3.30896 -3.84649 4.79841
H -1.75827 -4.55806 4.29129
H -1.87429 -2.88227 6.86346
H 0.42827 -3.37162 5.64561
H 0.08389 -5.01782 5.84524
H 0.23663 -4.10443 7.27884
H -2.25537 -4.73827 7.98401
H -3.36792 -4.57441 6.97566
C 1.66760 -0.07590 5.62883
O 1.86400 -0.12604 4.24801
C 1.20214 0.82256 3.42841
C 1.57526 2.31829 3.68158
C 0.82358 3.17829 2.69167
N 2.99559 2.56725 3.63336
H 0.58863 -0.12909 5.82529
H 2.10379 0.80820 6.10043
H 2.06408 -0.97526 6.10049
H 1.39321 0.52172 2.39828
H 0.11540 0.73025 3.54351
H 1.14059 2.62433 4.63633
H 1.20654 4.20018 2.67653
H -0.18393 3.18977 3.11427
H 0.75988 2.90700 1.63553
H 3.46104 1.78702 4.09043
H 3.39169 2.52907 2.70100
C 3.19022 5.79595 -6.65693
O 2.15444 5.75337 -5.70653
C 1.51799 4.48030 -5.68316
C 0.65340 4.40984 -4.41611
C 1.57958 4.40178 -3.19325
N -0.14825 3.18314 -4.42031
H 3.98629 5.06297 -6.50691
H 3.65349 6.78349 -6.62451
H 2.81261 5.73875 -7.68331
H 0.85329 4.40205 -6.55060
H 2.15298 3.59361 -5.76960
H -0.01851 5.25108 -4.24444
H 2.12819 5.34839 -3.21243
H 2.37120 3.64774 -3.21998
H 1.07534 4.29978 -2.23134
H 0.40789 2.35278 -4.59456
H -0.64922 3.03282 -3.55565
N -3.47392 3.78281 -3.23116
C -4.51117 3.16999 -2.58084
N -4.10028 2.87512 -1.33000
O -5.64565 2.98731 -3.01128
H -2.64559 3.97263 -2.70919
H -3.53638 3.99259 -4.21172
H -3.15927 3.14445 -1.12489
H -4.42111 2.07957 -0.79581
N -5.10749 0.03792 -3.10572
C -4.94870 -0.80554 -2.06920
N -4.15115 -1.87008 -2.37116
O -5.39612 -0.55679 -0.94599
H -4.71353 -0.23176 -3.98658
H -5.72540 0.83065 -2.98211
H -3.84327 -2.55275 -1.70648
H -3.74972 -1.78261 -3.28564
O -1.72577 0.87696 -1.75509
C -0.59991 1.08429 -0.97610
C -0.23645 -0.15298 -0.13446
O -0.90318 -0.06465 1.10438
H -2.51333 0.65179 -1.24384
H 0.23230 1.25735 -1.66263
H -0.66498 1.91973 -0.27004
H 0.84185 -0.15862 0.05736
H -0.57597 -1.07312 -0.61997
H -0.59955 -0.81856 1.64898
O -3.54356 1.08864 1.00482
C -4.27682 1.02578 2.25199
C -5.68533 1.61087 2.12356
O -6.49627 0.65354 1.42869
H -2.74948 0.53358 1.09218
H -4.35761 -0.03077 2.51113
H -3.69032 1.56641 3.00061
H -5.67451 2.57426 1.60681
H -5.99736 1.85874 3.13854
H -5.99861 0.39842 0.64281
*
```

Computed properties:
Molecular weight   868.2 g/mol
Energy above the lowest of the compared OMol25 structures with the same formula, charge and spin   5.867 eV
E_HOMO   -8.7 eV
HOMO-LUMO gap   9.00 eV
SMILES   COC[C@H](C)N.COC[C@H](C)N.COC[C@H](C)N.COC[C@H](C)N.COC[C@H](C)N.COC[C@H](C)N.COC[C@H](C)N.NC(N)=O.NC(N)=O.OCCO.OCCO
LUMO   0.34 eV

ORCA calculation (ωB97M-V/def2-TZVPD) on a single CHF2NO2S molecule.

Geometry as ORCA input:
```
! wB97M-V def2-TZVPD RIJCOSX def2/J DEFGRID3
* xyz 0 1
N 1.39431 0.57297 0.11703
S 0.30777 -0.48562 0.09231
O 0.06998 -1.76445 -0.92702
F 0.13061 -1.20793 1.57303
C -1.16647 0.57985 -0.18045
O -1.86207 1.13957 0.57048
F -1.23763 0.66171 -1.52695
H 2.36351 0.50390 0.28158
*
```

Computed properties:
Molecular weight   129.1 g/mol
Energy above the lowest of the compared OMol25 structures with the same formula, charge and spin   2.733 eV
E_HOMO   -11.4 eV
HOMO-LUMO gap   11.03 eV
SMILES   N=[S@@](=O)(F)C(=O)F
LUMO   -0.38 eV

ORCA calculation (ωB97M-V/def2-TZVPD) on a molecular structure, C26H43CrF5P2.

Geometry as ORCA input:
```
! wB97M-V def2-TZVPD RIJCOSX def2/J DEFGRID3
* xyz 1 4
Cr 1.64204 1.81670 0.39000
C -1.64410 0.42536 0.88795
C -1.30365 0.85977 -0.43781
C -1.18308 -1.42576 -0.39232
C -1.59983 -0.98844 0.88644
C -1.05300 -0.29243 -1.23058
C -2.17008 1.23859 1.99223
H -2.01216 2.30435 1.82037
H -1.69379 0.98468 2.95041
H -3.25041 1.09235 2.11753
C -2.21383 -1.82401 1.91615
H -1.97708 -1.48123 2.91912
H -1.89902 -2.86005 1.82337
H -3.30556 -1.80250 1.83201
C -1.17146 -2.81497 -0.85991
H -2.19138 -3.20299 -0.98180
H -0.66742 -3.46414 -0.14238
H -0.66114 -2.91788 -1.82249
C -0.99008 -0.31499 -2.70262
H -1.95940 -0.65827 -3.10623
H -0.23641 -1.01639 -3.08116
H -0.80695 0.68183 -3.12192
C -1.88484 2.08010 -1.04622
H -2.89521 1.74525 -1.36500
H -1.35103 2.45277 -1.93782
H -2.01844 2.93681 -0.36689
C 3.66472 4.43574 1.94897
C 2.31178 4.89578 2.21487
C 1.64687 6.01670 1.43952
C 1.80597 6.16658 -0.06371
C 2.00757 4.92948 -0.88883
C 3.24174 4.43435 -1.12407
C 4.52434 4.98826 -0.49394
C 4.53152 5.24889 1.02895
H 2.09992 6.90639 1.88937
H 2.56082 6.93611 -0.29013
H 0.57774 6.00176 1.68680
H 4.38222 6.32299 1.22386
H 4.19780 4.03758 2.82630
H 2.15686 4.98961 3.28922
H 5.56559 5.09528 1.36947
H 5.36997 4.32661 -0.73538
H 3.39484 3.83986 -2.04178
H 4.79021 5.93919 -0.98476
H 0.89273 6.63926 -0.44509
H 1.19045 4.72941 -1.60339
P 1.93969 3.20269 1.98238
P 2.06970 1.01762 -1.70817
C 3.56839 2.04437 0.52779
C 3.70445 1.31044 -0.81254
H 3.97211 1.51014 1.39703
H 4.09818 3.00203 0.48190
H 4.30869 1.89316 -1.53210
H 4.19303 0.34340 -0.60139
C 2.56521 -0.41819 -2.64023
H 1.66635 -0.88673 -3.04603
H 3.08794 -1.11030 -1.97376
H 3.23201 -0.05855 -3.43718
C 1.80677 2.25871 -3.02479
H 2.76972 2.46244 -3.51675
H 1.38525 3.18613 -2.60813
H 1.07693 1.82192 -3.72468
C 2.04643 2.39023 3.56048
H 1.00437 2.25463 3.84365
H 2.57303 3.02333 4.29337
H 2.52692 1.40948 3.48879
C 0.18410 3.30478 1.30161
H -0.25974 2.37872 0.88985
H 0.01135 4.13504 0.57769
H -0.33747 3.54043 2.23984
F 3.35363 -0.45544 1.37335
C 1.95241 -0.37339 1.17814
F 1.76038 -1.31074 0.14783
C 1.35745 -1.08735 2.45752
F 2.32127 -1.43065 3.35023
F 0.43928 -0.33960 3.16083
F 0.71445 -2.24557 2.11892
*
```

Computed properties:
Molecular weight   564.6 g/mol
E_HOMO (spin up / spin down)   -9.6 / -9.5 eV
HOMO-LUMO gap (spin up / spin down)   6.67 / 5.50 eV
LUMO (spin up / spin down)   -2.96 / -4.01 eV
⟨S²⟩   4.048

ORCA calculation (ωB97M-V/def2-TZVPD) on a molecular structure, C31H53AlBBrCl2CsLiN4NaO10S.

Geometry as ORCA input:
```
! wB97M-V def2-TZVPD RIJCOSX def2/J DEFGRID3
* xyz -1 1
C 1.09043 0.87043 1.23182
C -0.35196 0.48715 0.96155
C -0.69081 -0.92328 0.43779
Cl 0.71498 -2.09281 0.32697
B -1.52715 -0.68039 -0.93977
C -0.60514 -0.71979 -2.29769
C -0.85133 0.54053 -3.17816
C 0.53073 1.12582 -3.50085
C 1.22746 1.92396 -2.32090
C 1.83471 3.18739 -2.92769
C 0.72636 4.22582 -3.16176
C 1.09608 5.52023 -2.40715
S -0.22144 6.73061 -2.65414
C -0.51744 7.26706 -1.01834
N -0.45012 8.46449 -0.63633
N -0.68073 8.50982 0.67421
C -0.85503 7.30950 1.04276
O -0.79278 6.47042 0.03306
C -2.76741 -1.75864 -1.10067
C -3.98050 -1.19827 -1.81686
O -4.04090 -0.12817 -2.28807
O -5.06978 -2.06522 -1.93659
H 1.58571 0.25384 1.98163
H 1.02500 1.86232 1.66347
H 1.67766 0.97577 0.31597
H -0.86156 0.61748 1.91519
H -0.73829 1.25365 0.30342
H -1.36701 -1.37191 1.16159
H -2.00848 0.42341 -0.84211
H -0.92120 -1.58099 -2.89388
H 0.47633 -0.75311 -2.13877
H -1.50113 1.24105 -2.66514
H -1.33587 0.30876 -4.12150
H 0.41235 1.75456 -4.41382
H 1.20705 0.30225 -3.74626
H 0.51365 2.14214 -1.53632
H 2.03625 1.29210 -1.96292
H 2.55341 3.68687 -2.25394
H 2.35127 2.96099 -3.85897
H -0.19529 3.78849 -2.79999
H 0.58762 4.47011 -4.20655
H 1.22070 5.37935 -1.33037
H 2.06152 5.85894 -2.82419
H -1.02238 7.04966 2.06430
H -2.48433 -2.64222 -1.68871
H -3.13151 -2.14506 -0.14098
H -5.08997 -2.33032 -2.85581
Li 3.65302 5.15984 -1.63643
N 3.31370 3.07469 2.68994
H 3.53936 2.09309 2.82860
H 2.39166 3.29623 3.17707
H 4.05566 3.66019 3.06657
H 3.20344 3.25650 1.69643
C 1.00584 -7.12411 0.56550
C 0.66802 -6.43057 1.89669
C -0.49383 -5.45275 1.68340
C -1.84873 -6.11978 1.43836
C -1.96211 -7.50805 2.08936
C -1.00350 -7.74544 3.26428
N 0.35230 -7.51881 2.79561
O 1.34236 -7.71888 3.76367
C -1.14312 -9.21696 3.65107
C -1.42718 -6.89297 4.46670
C 1.86782 -5.56413 2.30424
H 1.85316 -7.79372 0.68514
H 1.27372 -6.39184 -0.20389
H 0.17303 -7.71436 0.17728
H -0.57536 -4.80641 2.55815
H -0.27372 -4.77575 0.85347
H -2.63277 -5.46241 1.81550
H -2.03395 -6.21275 0.36551
H -2.99427 -7.67649 2.40230
H -1.76695 -8.26611 1.32288
H -0.80151 -9.86410 2.84106
H -2.18824 -9.46261 3.85731
H -0.56565 -9.45572 4.54325
H -2.45236 -7.13374 4.75990
H -1.39333 -5.82225 4.26087
H -0.79033 -7.08538 5.33001
H 2.08161 -4.80432 1.53778
H 2.78030 -6.15479 2.42333
H 1.67740 -5.03828 3.23619
Cs 3.22994 -7.11682 -0.23495
O -5.09615 2.54990 -7.23009
C -4.02142 2.27207 -6.35380
C -2.75563 1.82099 -7.13883
O -1.68571 1.58319 -6.28927
H -4.16769 1.50659 -5.57500
H -3.70260 3.10463 -5.76248
H -2.59464 2.58781 -7.91563
H -3.08331 0.95022 -7.73776
Al 4.66966 -6.81540 4.15641
Cl -1.22254 3.72044 -5.89909
Br -4.83338 4.53996 -7.03603
Na 0.87551 1.87183 -6.20535
C 3.64260 6.06811 5.25066
C 3.51539 5.34393 4.09653
C 2.70322 6.02617 2.96485
O 2.57862 5.51105 1.82877
C 2.09488 7.28712 3.25864
C 2.21540 8.02803 4.44534
C 3.10507 7.38337 5.52100
O 3.37264 7.93128 6.57954
O 1.69569 9.11996 4.69627
O 4.01420 4.18328 3.88354
H 4.20945 5.64984 6.07951
H 1.48561 7.70061 2.46161
*
```

Computed properties:
Molecular weight   1025.3 g/mol
E_HOMO   -2.4 eV
HOMO-LUMO gap   0.98 eV
LUMO   -1.46 eV